Entry 1:
Computed, not measured: a structure of composition C11H32AgN6O7 at a distorted geometry, with ωB97M-V/def2-TZVPD.

Atoms and positions in Å:
Ag: 0.03808 -0.36072 -0.04604
O: 1.24839 -1.78630 -1.50701
O: 1.31695 1.26640 -1.18042
O: -1.68786 0.23612 -1.44072
O: -0.15522 1.52676 1.33048
O: 1.68943 -0.94339 1.41233
O: -1.22085 -2.17122 -3.05607
O: -1.35867 -2.03260 0.80861
N: 3.45349 0.93392 -1.53026
N: -0.44625 3.21205 2.80547
N: -2.80853 -3.28464 2.09312
N: 0.85827 3.51036 1.29017
N: -3.56608 -2.38206 0.36201
N: 2.60447 2.85944 -1.80328
C: -2.47721 -2.58467 1.03415
C: -3.56228 1.66121 -0.65991
C: -2.92251 0.75009 -1.74324
C: 2.36462 1.64522 -1.57642
C: 0.84821 -2.87147 -2.43956
C: -0.70873 -3.25527 -2.31687
C: 4.11416 -1.03895 2.21468
C: -0.00244 2.64689 1.78745
C: 2.17931 -0.33772 3.70926
C: -2.89070 1.60977 -3.05044
C: 2.65058 -0.40461 2.29789
H: 3.53352 3.25541 -1.79033
H: -0.95786 -3.18767 -1.25788
H: -0.19709 4.16782 3.01645
H: 4.51737 -0.88964 1.21306
H: 1.18306 3.29436 0.35852
H: -4.57343 1.86347 -1.01312
H: -4.38713 -2.95133 0.51002
H: -1.52871 -1.53021 -2.41116
H: 1.34501 -3.78183 -2.10407
H: -2.21358 2.46106 -2.98028
H: 3.53846 0.10340 -0.96184
H: -0.99250 -4.23417 -2.70329
H: -1.13346 2.63964 3.27473
H: -3.63212 -0.07355 -1.82173
H: 1.14368 -2.64320 -3.46362
H: -2.14417 -3.39612 2.84564
H: -3.89594 1.92322 -3.33212
H: -3.81256 -3.33777 2.18902
H: 2.19555 -1.63008 -1.49816
H: 4.76413 -0.42865 2.84171
H: 1.30837 0.31567 3.76055
H: -3.39145 -1.84005 -0.47216
H: 2.64496 0.66389 2.08253
H: 4.21690 -2.08746 2.49426
H: -2.56052 0.98820 -3.88275
H: -3.09619 2.64329 -0.57996
H: -3.69418 1.24504 0.33884
H: 4.36946 1.31358 -1.72250
H: 2.06001 -1.38177 3.99880
H: 1.02237 4.43703 1.65683
H: 1.85581 3.52709 -1.68554
H: 2.95358 0.14672 4.30418

Its spin multiplicity is 3. Its charge is +1. For the HOMO energy (alpha / beta), the calculation gives -11.612 / -11.424 eV. As for the expectation value of S²: 2.01.

Entry 2:
Computed, not measured: the molecule C5H7NO, with ωB97M-V/def2-TZVPD.

Atoms and positions in Å:
O: 1.37524 2.20184 -0.64578
N: -0.33220 1.02351 0.58418
C: 1.08302 1.07872 -0.31168
C: -0.72457 -1.23189 -0.08761
C: 0.61951 -1.32253 -0.17956
C: -1.37105 0.11503 0.05275
C: 1.54382 -0.21506 -0.29214
H: -1.73926 0.54142 -0.89170
H: -0.63976 1.98104 0.74316
H: 0.04144 0.62264 1.44468
H: 1.05799 -2.31657 -0.23890
H: -2.21103 0.09404 0.75782
H: -1.36616 -2.10401 -0.13820
H: 2.58436 -0.38605 -0.53120

Its charge is 0. For the HOMO energy, the calculation gives -7.203 eV. For the relative energy (zero: lowest compared OMol25 entry of this formula, charge and spin), the calculation gives 176.5 kJ/mol. The SMILES is [O-]C1=CC=CC[NH2+]1.

Entry 3:
Computed, not measured: a structure of composition C28H31BrCl3N2O3RhSb at a distorted geometry, with ωB97M-V/def2-TZVPD.

Atoms and positions in Å:
Sb: -2.64802 1.27766 -0.00111
Rh: -0.79648 -0.66704 -0.36586
Br: -0.84956 -1.16179 2.22394
Cl: -2.47038 -2.25607 -1.14487
Cl: 2.16651 -4.60856 0.08279
Cl: -2.34111 -7.56958 -0.11624
O: -0.36077 0.72967 -1.80689
O: 0.36734 -2.37788 -0.51730
O: 0.22231 3.40607 -1.46023
N: 1.07422 0.07634 0.20748
N: 1.65902 0.80848 -0.74475
C: -4.50498 0.24516 -0.29426
C: -1.54509 -6.04191 -0.28347
C: 2.36080 4.09530 -4.31001
C: 0.99859 0.72117 -2.05979
C: 3.11797 -1.84143 3.45139
C: -2.27485 -4.91757 -0.60530
C: 1.66095 -1.74049 3.28694
C: 1.06181 3.19486 -2.50868
C: 2.69723 2.81607 -4.72946
C: -2.93901 2.13138 1.93690
C: -0.17505 -5.94664 -0.08008
C: 5.87427 -1.93706 3.83973
C: 5.02496 -1.78103 4.92790
C: -5.72951 1.11292 -0.01666
C: 1.54955 4.28991 -3.20306
C: -2.88357 2.97339 -1.28095
C: 3.65431 -1.74910 4.73778
C: -1.59551 -3.71910 -0.70332
C: 5.34710 -2.07251 2.56303
C: 3.97541 -2.02943 2.36717
C: -1.78012 3.03815 2.34681
C: 0.46219 -4.72678 -0.18420
C: 1.66674 -0.25910 1.28789
C: 1.43735 1.90299 -2.88798
C: -2.86852 2.59903 -2.76182
C: 1.05567 -1.08071 2.30459
C: 2.23950 1.72537 -4.00803
C: -0.23543 -3.54214 -0.47919
H: 1.05201 -2.22881 4.04018
H: -3.67583 1.90611 -3.00813
H: 2.66081 0.94327 -0.70279
H: -3.34179 -4.97132 -0.77412
H: -6.63558 0.54625 -0.23520
H: -3.07501 1.30916 2.63959
H: -1.65056 3.86685 1.64944
H: -3.83995 3.39934 -0.97112
H: 1.28274 5.28313 -2.86572
H: 6.00522 -2.22026 1.71685
H: 3.31884 2.67115 -5.60192
H: 2.51164 0.71982 -4.30890
H: -3.87717 2.68279 1.86037
H: 5.43066 -1.68766 5.92657
H: 2.72617 4.95468 -4.85720
H: 3.56167 -2.20131 1.37902
H: 2.98739 -1.62681 5.58322
H: -0.83870 2.48763 2.39707
H: -4.49604 -0.10443 -1.32801
H: -0.15471 2.53612 -1.24270
H: -5.77998 1.42328 1.02705
H: 2.69043 0.06000 1.46619
H: -5.74485 2.00526 -0.64389
H: -4.47272 -0.63131 0.35335
H: 1.32375 -0.20442 -2.55095
H: 6.94512 -1.97365 3.98941
H: -3.00211 3.49351 -3.37141
H: -1.92548 2.13526 -3.04193
H: -1.96732 3.46325 3.33337
H: 0.39703 -6.83023 0.16761
H: -2.09149 3.67538 -1.03615

Its charge is +1. For the HOMO energy (alpha / beta), the calculation gives -10.625 / -10.625 eV. For the relative energy (zero: lowest compared OMol25 entry of this formula, charge and spin), the calculation gives 96.4 kJ/mol.

Entry 4:
Computed, not measured: a cluster of 3 separate species, C30H58BF3N2O14S in total at a distorted geometry, with ωB97M-V/def2-TZVPD.

Atoms and positions in Å:
S: -0.65842 -0.78576 -0.90882
F: 0.13302 0.15107 -3.34706
F: 0.28396 1.62721 -1.69425
F: 1.64789 -0.04286 -1.80981
O: -0.41107 -0.23724 0.38341
O: 2.54864 -8.12638 3.19186
O: -2.96100 -2.37576 2.50992
O: -0.67607 -5.28099 0.48411
O: 3.37556 -5.70987 1.50259
O: -2.03093 -3.86400 -0.24555
O: -3.02598 0.01678 -0.32787
O: -2.45987 -0.20923 2.77808
O: 5.29994 1.58384 0.32899
O: 6.08696 4.78040 0.18190
O: -3.97377 -2.12439 -0.03033
O: 3.47166 3.76208 1.43831
O: 5.42283 -8.20236 2.14413
O: -0.06699 -2.09248 -1.09132
N: -1.18872 -4.88115 -0.50212
N: -6.59946 2.64046 2.09763
C: -2.97567 -1.17554 2.10058
C: 5.49091 5.17974 1.40653
C: 4.71440 4.04801 2.04665
C: -5.16110 -0.08583 1.25799
C: 2.65882 -5.69838 2.72801
C: -2.84371 -0.02616 -2.67167
C: -2.62901 1.48570 -2.66954
C: 2.61358 -5.18269 0.42637
C: -3.31483 -2.06378 -1.24154
C: 6.53598 -8.50652 2.94491
C: -2.39847 6.04796 -1.02204
C: 0.36490 0.33231 -2.03044
C: 3.89452 1.71006 0.12525
C: 6.17024 5.81945 -0.76049
C: 3.46597 3.15923 0.15006
C: 4.46043 -9.24247 2.09972
C: -3.43950 4.66380 -2.89707
C: -5.58609 1.11047 0.39143
C: -3.52374 2.20576 -3.68500
C: -2.61485 -3.41125 -1.48574
C: -6.86162 1.79712 0.92218
C: 5.64431 0.42098 1.04808
C: 3.04801 -8.70289 2.00126
C: 3.06658 -6.86416 3.60062
C: -3.00682 3.62586 -3.94969
C: -2.78018 7.50240 -1.24273
C: -2.48191 -0.71516 -1.34570
C: -5.02587 2.12549 -3.33532
C: -2.26397 5.15541 -2.05729
C: -2.16869 5.65608 0.41554
B: -3.78712 -0.79782 0.67836
H: -5.17643 1.51054 -2.45384
H: -5.77399 0.73992 -0.61943
H: -3.38163 -4.14156 -1.73658
H: 2.42266 3.18790 -0.17031
H: -3.07278 5.93322 0.95535
H: 1.63275 -5.65694 0.36834
H: -3.89287 -0.20405 -2.88812
H: -2.03018 7.94104 -1.89409
H: 4.81456 6.02673 1.24205
H: 5.05805 0.33621 1.96927
H: 6.29605 5.49174 2.08717
H: -3.76861 7.63390 -1.68935
H: -5.56343 1.65215 -4.15789
H: -4.87416 0.26924 2.24784
H: -1.34971 6.23400 0.86610
H: 5.49470 -0.47730 0.43912
H: 4.03614 3.75477 -0.56644
H: 2.88884 -4.76242 3.25290
H: -5.78534 2.29472 2.58989
H: -5.48789 3.09981 -3.20577
H: 5.19990 6.31067 -0.89715
H: 2.93919 -8.02389 1.15399
H: 4.53571 -9.87435 2.99316
H: -2.72706 8.03997 -0.29738
H: 2.63540 -6.69491 4.58975
H: 3.33935 1.16134 0.89224
H: -2.29538 -0.50092 -3.49279
H: 4.66709 -9.85776 1.21228
H: -1.93609 4.60324 0.51439
H: -7.57810 1.01205 1.16611
H: -7.26072 2.42744 0.12060
H: -1.29126 4.72831 -2.30141
H: 3.15662 -5.38943 -0.49639
H: 3.65278 1.28403 -0.85433
H: -3.22872 3.95648 -4.96387
H: 6.69842 0.49822 1.31600
H: -4.15678 4.27248 -2.18679
H: 2.48986 -4.10085 0.53133
H: 4.15079 -6.90556 3.72632
H: 6.91926 6.56470 -0.46170
H: -3.85321 5.52925 -3.43059
H: 5.32918 3.15063 2.14031
H: -6.40947 3.57217 1.76003
H: 7.16590 -9.27174 2.47228
H: -5.97039 -0.80983 1.38034
H: 4.45961 4.36952 3.06025
H: 7.11679 -7.59275 3.06369
H: -4.14966 -2.07695 -1.96311
H: 2.39563 -9.55958 1.80902
H: -4.78722 1.85295 0.42632
H: -1.91742 3.57436 -3.90611
H: 6.47031 5.38025 -1.71100
H: -3.39830 1.65445 -4.62251
H: -1.80446 -3.36389 -2.21021
H: -2.71901 1.91499 -1.67278
H: 6.22745 -8.85088 3.93929
H: 1.58094 -5.74206 2.54245
H: -1.61735 1.69170 -3.01132

Its charge is -2. For the HOMO energy, the calculation gives 0.568 eV.

Entry 5:
Computed, not measured: a structure of composition C8H10N2ORu at a distorted geometry, with ωB97M-V/def2-TZVPD.

Atoms and positions in Å:
Ru: 0.05402 0.30011 0.14764
O: -0.14236 -0.06348 4.12281
N: -1.17850 -1.35142 0.61298
N: 0.61746 0.27706 1.88058
C: 1.27520 1.67791 -0.99168
C: 0.51102 0.86697 -1.90866
C: 0.34760 2.42759 -0.18100
C: -0.88546 1.09722 -1.65571
C: -0.98723 2.06528 -0.58932
C: -0.43452 -2.48722 0.32556
C: 0.20657 0.09519 3.00215
C: 0.77690 -1.67315 -0.29948
H: -0.88729 -3.14741 -0.43426
H: 2.35800 1.70703 -0.92237
H: 0.84986 -1.84594 -1.38181
H: 0.92351 0.18938 -2.64857
H: 1.72292 -1.86585 0.22068
H: -1.71608 0.62840 -2.17645
H: -2.00200 -1.40050 1.21127
H: -0.10742 -3.05934 1.21618
H: -1.91146 2.43575 -0.15520
H: 0.60925 3.12642 0.60466

Its spin multiplicity is 5. Its charge is 0. For the HOMO energy (alpha / beta), the calculation gives -5.406 / -8.099 eV. For the relative energy (zero: lowest compared OMol25 entry of this formula, charge and spin), the calculation gives 37.5 kJ/mol. As for the expectation value of S²: 6.02.

Entry 6:
Computed, not measured: a structure of composition C17H20Cl3NO3PdS2 at a distorted geometry, with ωB97M-V/def2-TZVPD.

Atoms and positions in Å:
Pd: 0.43027 1.04841 0.84390
Cl: -1.52425 1.97534 2.01403
Cl: 1.84809 1.85866 2.62391
Cl: -2.55136 -0.56611 -0.17725
S: 0.11923 -4.17393 -0.62096
S: -1.22236 -0.82139 1.37987
O: 1.64577 -0.24821 -0.20052
O: 1.47853 -4.43298 -1.01797
O: -0.96105 -4.68696 -1.42580
N: -0.09810 -2.52789 -0.28922
C: -0.07257 -5.86497 1.66376
C: -0.98841 2.90608 -1.03509
C: 0.86154 1.82490 -1.88733
C: -0.58614 -4.83342 3.81758
C: -0.44656 -3.46789 1.83879
C: -0.14069 -4.60298 1.08783
C: -0.68534 -3.57304 3.21555
C: -0.28843 -5.97028 3.04633
C: 2.67551 2.86767 -0.35723
C: 0.11471 3.24837 -0.18523
C: 0.13704 4.33547 0.80952
C: -2.35762 3.42623 -0.88788
C: -1.35624 1.44135 -3.13622
C: 1.76875 1.07857 -2.77077
C: 1.28411 2.51276 -0.66746
C: -0.49933 -2.31150 0.94678
C: -0.52784 2.02276 -2.04974
H: -2.64878 3.39471 0.17050
H: 2.75930 3.01322 0.72604
H: 2.97672 3.77784 -0.89105
H: -0.92595 -2.67014 3.77514
H: -0.21649 -6.94332 3.52761
H: 1.21779 0.55170 -3.55982
H: 1.01328 4.21929 1.45223
H: -0.74173 4.25566 1.46411
H: -0.74477 -4.92893 4.88978
H: -3.06566 2.81577 -1.45843
H: 1.04065 -0.96905 -0.50272
H: 0.13405 5.32347 0.32622
H: -2.35265 1.17626 -2.75489
H: 2.51164 1.73128 -3.25421
H: 3.32533 2.03601 -0.63156
H: 0.15591 -6.72129 1.03418
H: -0.88254 0.52883 -3.52617
H: -2.42422 4.46235 -1.24734
H: -1.48529 2.14193 -3.97523
H: 2.29616 0.33943 -2.14359

Its spin multiplicity is 5. Its charge is -2. For the HOMO energy (alpha / beta), the calculation gives -0.341 / -2.028 eV. For the relative energy (zero: lowest compared OMol25 entry of this formula, charge and spin), the calculation gives 0.0 kJ/mol. As for the expectation value of S²: 6.04.

Entry 7:
Computed, not measured: a structure of composition CH3EuMgO2 at a distorted geometry, with ωB97M-V/def2-TZVPD.

Atoms and positions in Å:
Eu: -3.64718 2.43246 3.04522
Mg: -1.02954 0.81501 -0.11654
O: -2.18114 1.60828 1.05614
O: 0.17029 -0.34599 -0.88357
C: 1.39467 -0.97740 -0.79608
H: 1.92593 -1.01491 -1.76857
H: 1.28139 -2.02669 -0.45793
H: 2.08557 -0.49077 -0.07867

Its spin multiplicity is 8. Its charge is +1. For the HOMO energy (alpha / beta), the calculation gives -11.055 / -11.056 eV. For the relative energy (zero: lowest compared OMol25 entry of this formula, charge and spin), the calculation gives 0.0 kJ/mol. As for the expectation value of S²: 15.76.